# 1
{
  "formula": "H24O12",
  "method": "wB97M-V/def2-TZVPD",
  "symbols": ["O", "H", "H", "O", "H", "H", "O", "H", "H", "O", "H", "H", "O", "H", "H", "O", "H", "H", "O", "H", "H", "O", "H", "H", "O", "H", "H", "O", "H", "H", "O", "H", "H", "O", "H", "H"],
  "xyz": [[0.0550, 3.3993, 0.6372], [0.6053, 2.6241, 0.9403], [0.0585, 4.0584, 1.3216], [1.8875, -2.9888, 2.5893], [1.9363, -2.1667, 3.0869], [1.9208, -2.6952, 1.6197], [0.0639, 3.1987, -2.4859], [-0.8285, 3.6123, -2.6538], [0.1874, 3.3781, -1.5108], [1.9774, 1.0695, 0.6236], [1.8664, 0.9351, -0.3449], [1.2655, 0.6235, 1.0521], [-0.9649, -3.9165, 1.4387], [-0.0505, -3.9941, 1.8205], [-0.9155, -4.3747, 0.5786], [0.9548, 0.6554, -2.1006], [0.8915, 1.5057, -2.5575], [0.8453, 0.0323, -2.8204], [2.4745, -2.1866, -0.1410], [2.8080, -1.2911, -0.2457], [1.6415, -2.1758, -0.5584], [-0.1404, 0.5501, 2.3535], [-0.9337, 0.0384, 2.1498], [0.2003, 0.1605, 3.1751], [-1.6111, -0.1256, -0.9134], [-2.1386, 0.6737, -1.0138], [-0.7152, 0.2707, -1.1196], [-2.4181, 3.0373, -0.5391], [-2.9162, 3.8371, -0.2890], [-1.6772, 3.0816, 0.0395], [-1.9604, -1.3682, 1.5717], [-1.9559, -1.0445, 0.6337], [-1.6987, -2.3417, 1.4350], [0.1284, -1.8150, -2.4603], [-0.8623, -1.7345, -2.2126], [0.0189, -2.5226, -3.0997]],
  "forces_ev_per_angstrom": [[0.51, -1.25, -0.38], [-0.44, 0.90, -0.24], [0.20, 0.26, 0.53], [-0.28, 0.31, -1.72], [-0.03, -0.05, -0.04], [0.37, -0.33, 1.64], [-1.16, 1.22, 1.10], [1.35, -0.83, 0.22], [-0.13, -0.22, -1.19], [1.14, 0.78, -1.50], [-0.11, 0.05, 0.74], [-1.23, -0.79, 0.73], [1.22, -0.72, -0.31], [-1.01, 0.32, -0.25], [-0.05, 0.24, 0.61], [0.24, 0.37, -0.07], [-0.25, 0.51, 0.31], [-0.01, -0.76, 0.12], [1.37, -0.20, 0.91], [0.08, 0.18, 0.14], [-1.72, 0.06, -1.13], [0.72, 0.36, 0.56], [-0.33, -0.69, -0.14], [-0.25, 0.20, -0.40], [1.27, 0.88, -0.55], [-0.63, 0.09, 0.12], [-0.64, -0.81, 0.14], [-1.69, 0.64, -0.76], [0.04, -0.63, -0.32], [1.55, -0.14, 0.93], [0.19, -1.35, -1.46], [-0.04, 0.02, 0.94], [-0.26, 1.66, 0.72], [-2.87, -0.50, 0.35], [2.21, 0.55, -0.01], [0.65, -0.33, -0.36]],
  "gap_ha": 0.3892,
  "lumo_ev": 0.06,
  "e_homo_ev": -10.53,
  "total_charge": 0,
  "relative_energy_kcal_mol": 8.14
}


# 2
{
  "formula": "H24O12",
  "method": "wB97M-V/def2-TZVPD",
  "symbols": ["O", "H", "H", "O", "H", "H", "O", "H", "H", "O", "H", "H", "O", "H", "H", "O", "H", "H", "O", "H", "H", "O", "H", "H", "O", "H", "H", "O", "H", "H", "O", "H", "H", "O", "H", "H"],
  "xyz": [[-3.4718, -1.4177, 0.3621], [-4.2983, -1.2505, -0.1014], [-3.0248, -0.5453, 0.4122], [0.5971, -0.9593, 3.1625], [0.6039, -1.4194, 2.3136], [0.7298, -1.6503, 3.8234], [-1.8158, 0.3599, 3.2642], [-1.8736, 0.4634, 2.3015], [-0.9365, -0.0412, 3.4077], [-1.4068, 1.0682, -1.9452], [-1.1313, 0.3475, -2.5401], [-1.5005, 1.8411, -2.5127], [2.6236, 2.5409, -0.7370], [3.5032, 2.5281, -1.1300], [2.0465, 2.1951, -1.4260], [-0.7482, -2.7698, -0.5689], [0.0794, -2.3945, -0.2410], [-1.0968, -3.2861, 0.1664], [0.5911, 0.2511, 0.3841], [0.7880, 0.3444, -0.5591], [-0.2472, 0.7344, 0.4972], [-0.8655, -1.6466, -3.0972], [-0.8822, -1.8848, -2.1446], [0.0264, -1.8473, -3.3960], [3.4906, -0.6329, 0.4408], [3.2209, -1.5563, 0.4591], [2.6658, -0.1268, 0.5127], [1.3635, 0.8572, -3.0088], [1.1425, 1.6265, -3.5481], [1.4704, 0.1395, -3.6420], [1.9077, 1.7471, 2.7725], [2.7216, 1.2400, 2.6914], [1.2116, 1.1190, 2.5587], [-2.2730, 1.1480, 0.6232], [-2.1952, 1.1414, -0.3663], [-3.0163, 1.7361, 0.8112]],
  "forces_ev_per_angstrom": [[0.18, 0.37, -0.10], [0.05, -0.04, 0.04], [-0.36, -0.62, 0.15], [0.35, -0.55, -0.01], [-0.06, 0.23, 0.01], [0.00, 0.16, 0.00], [0.28, -0.07, -0.10], [-0.01, -0.06, 0.46], [-0.56, 0.21, -0.09], [-0.08, 0.16, -0.34], [-0.10, -0.22, 0.17], [-0.02, -0.04, 0.11], [0.01, 0.10, -0.08], [-0.06, -0.06, 0.06], [0.14, -0.11, 0.02], [0.61, -0.03, 0.19], [-0.16, 0.05, 0.06], [-0.30, 0.16, -0.14], [-0.28, -0.31, -0.28], [-0.08, 0.15, 0.09], [0.32, -0.09, 0.07], [0.07, 0.52, 0.35], [-0.19, -0.28, -0.47], [-0.09, -0.18, 0.06], [-0.20, 0.01, -0.05], [0.04, 0.06, 0.04], [0.15, 0.05, 0.07], [-0.03, 0.11, -0.14], [0.04, -0.09, 0.02], [0.10, 0.05, 0.05], [0.12, 0.19, 0.13], [-0.05, 0.00, -0.04], [0.08, -0.05, 0.04], [-0.32, 0.22, -1.13], [0.20, 0.01, 0.56], [0.20, -0.02, 0.21]],
  "gap_ha": 0.3556,
  "lumo_ev": -0.42,
  "e_homo_ev": -10.09,
  "total_charge": 0,
  "relative_energy_kcal_mol": 36.01
}


# 3
{
  "formula": "H24O12",
  "method": "wB97M-V/def2-TZVPD",
  "symbols": ["O", "H", "H", "O", "H", "H", "O", "H", "H", "O", "H", "H", "O", "H", "H", "O", "H", "H", "O", "H", "H", "O", "H", "H", "O", "H", "H", "O", "H", "H", "O", "H", "H", "O", "H", "H"],
  "xyz": [[0.9511, -0.3351, 0.7967], [0.7270, 0.5291, 0.3582], [0.2333, -0.8796, 0.9373], [4.1207, -0.7329, 0.9462], [3.2681, -1.2851, 0.7744], [3.9598, -0.1205, 1.6980], [-3.3430, 0.3407, -0.8071], [-3.3605, -0.0788, 0.0419], [-4.1031, -0.0188, -1.1260], [1.8474, 2.5400, -1.3791], [1.4935, 2.5170, -2.2467], [1.1793, 2.0380, -0.8862], [-1.9406, 1.9209, 2.4630], [-2.3262, 1.0453, 2.3507], [-2.5219, 2.3296, 3.1420], [2.8472, -2.4111, -1.2593], [3.7860, -2.6403, -1.0788], [2.4750, -3.2489, -1.3904], [-1.0471, -0.3867, -3.5947], [-0.7887, -0.5526, -4.5877], [-2.0174, -0.2970, -3.7473], [-3.6996, -1.2025, 3.4868], [-4.1655, -0.3696, 3.4279], [-2.8900, -0.8853, 4.0106], [-0.3036, 3.5743, -1.6550], [-0.2437, 3.1214, -0.8446], [0.5622, 4.0041, -1.6293], [3.1168, 3.1394, 1.3903], [3.2882, 2.3023, 0.9455], [2.2062, 2.9306, 1.7953], [-3.6392, -1.6710, -1.9262], [-4.2089, -2.3537, -1.4752], [-2.8539, -1.7156, -1.3842], [2.1231, -3.8314, 0.6556], [2.3044, -3.0041, 1.1659], [2.9635, -4.3119, 0.6314]],
  "forces_ev_per_angstrom": [[2.90, 3.00, -0.70], [-0.20, -1.96, 0.79], [-2.71, -1.26, 0.07], [-1.82, -0.99, 0.20], [1.99, 2.06, 0.39], [-0.19, -0.87, -0.77], [3.11, 2.95, 2.12], [0.50, 0.00, 1.13], [-3.23, -1.31, -2.29], [1.41, -0.86, 1.72], [-0.42, -0.26, -1.46], [0.66, 0.12, -0.38], [-0.69, 0.21, 0.83], [0.09, -0.02, -0.16], [0.65, -0.20, -0.70], [2.39, 1.92, -0.26], [-0.76, 0.59, -0.29], [-1.25, -1.72, -0.16], [-0.53, -0.43, -3.56], [-0.25, 0.42, 2.93], [0.78, -0.01, 0.74], [2.24, 0.96, 1.15], [-0.69, 0.21, -0.15], [-1.53, -1.11, -1.00], [-0.72, 1.59, -1.41], [-0.69, -0.78, 1.58], [-0.31, 0.29, -0.23], [-2.38, -0.84, 1.14], [0.34, 0.05, -0.37], [2.05, 0.77, -0.74], [-1.66, -2.79, 0.17], [0.65, 0.80, -1.05], [0.62, 0.31, -0.12], [0.05, 0.10, 1.35], [-0.17, -1.17, -0.74], [-0.26, 0.22, 0.25]],
  "gap_ha": 0.3737,
  "lumo_ev": -0.39,
  "e_homo_ev": -10.56,
  "total_charge": 0,
  "relative_energy_kcal_mol": 117.29
}